Density functional theory data (the ωB97M-V functional and the def2-TZVPD basis) for a molecular structure, B2H50NiO21.

Geometry (Å):
Ni: -0.03 -17.26 -8.55
B: -1.92 -17.62 -9.74
H: -1.50 -18.57 -9.44
H: -1.84 -17.00 -8.86
H: -1.32 -17.25 -10.55
H: -2.97 -17.71 -9.98
B: 0.02 -19.22 -7.27
H: -0.62 -20.00 -7.66
H: -0.60 -18.39 -6.98
H: 0.56 -19.69 -6.46
H: 0.70 -18.89 -8.03
O: 3.08 -19.56 -7.56
H: 2.14 -19.36 -7.54
H: 3.48 -18.77 -7.91
O: -1.79 -19.87 -5.16
H: -1.27 -19.51 -5.88
H: -2.28 -20.59 -5.57
O: 1.25 -16.59 -12.81
H: 1.78 -16.02 -12.25
H: 0.80 -15.99 -13.40
O: -0.67 -14.85 -4.80
H: -1.40 -14.73 -4.18
H: -0.07 -15.45 -4.35
O: -3.57 -16.77 -12.11
H: -3.13 -17.10 -11.32
H: -4.50 -16.90 -11.95
O: -3.12 -17.49 -4.70
H: -2.59 -18.29 -4.67
H: -3.43 -17.44 -5.60
O: 2.93 -15.21 -10.77
H: 3.43 -14.40 -10.66
H: 3.57 -15.85 -11.06
O: 1.75 -16.74 -7.45
H: 2.63 -16.55 -7.77
H: 1.82 -16.65 -6.50
O: -1.56 -14.82 -11.85
H: -2.17 -15.39 -12.31
H: -0.94 -15.41 -11.43
O: 2.06 -20.59 -4.95
H: 1.38 -20.13 -5.44
H: 2.73 -20.79 -5.61
O: -0.86 -15.83 -7.26
H: -1.30 -15.12 -7.71
H: -0.75 -15.53 -6.36
O: 2.17 -16.70 -4.73
H: 1.52 -17.31 -4.38
H: 2.87 -16.69 -4.08
O: -0.01 -12.54 -9.27
H: -0.82 -12.34 -9.73
H: 0.13 -11.80 -8.68
O: 0.99 -18.03 -10.17
H: 1.24 -18.95 -10.22
H: 1.12 -17.69 -11.05
O: -0.81 -22.61 -8.19
H: -0.13 -22.11 -7.73
H: -1.51 -22.71 -7.54
O: 4.46 -17.31 -8.42
H: 4.32 -17.15 -9.36
H: 5.39 -17.15 -8.29
O: 0.43 -15.35 -9.43
H: 1.26 -15.26 -9.89
H: 0.17 -14.45 -9.22
O: 1.18 -20.88 -10.18
H: 1.07 -20.95 -11.13
H: 0.43 -21.36 -9.83
O: -3.24 -20.81 -9.15
H: -3.38 -21.16 -8.27
H: -2.63 -20.07 -9.01
O: -3.81 -17.54 -7.34
H: -4.54 -17.02 -7.67
H: -3.30 -17.76 -8.12
O: -2.38 -13.32 -7.41
H: -1.87 -12.75 -7.99
H: -2.28 -12.93 -6.54

Values from the calculation:
Orbital gap (spin up / spin down) in hartree: 0.312 / 0.312
Expectation value of S²: 2.00
Lowest unoccupied orbital energy (spin up / spin down) in eV: -1.02 / -1.02
E_tot in Ha: -3167.8572
Spin multiplicity: 3


Density functional theory data (the ωB97M-V functional and the def2-TZVPD basis) for a molecular structure, B3Cl3F12Hf.

Geometry (Å):
Hf: 0.27 -0.38 -0.46
Cl: -2.05 -0.54 -2.04
Cl: 2.49 -0.96 1.14
Cl: 1.76 -1.29 -2.58
B: -0.79 -2.82 0.81
F: -0.07 -2.83 1.99
F: -1.69 -3.84 0.72
F: -1.29 -1.59 0.83
F: 0.00 -2.77 -0.29
B: -1.22 1.30 1.42
F: -0.19 0.43 1.68
F: -2.44 0.80 1.82
F: -0.93 2.52 1.95
F: -1.12 1.38 0.07
B: 1.50 2.17 -1.43
F: 1.53 1.45 -0.30
F: 0.37 1.58 -2.00
F: 1.16 3.53 -1.28
F: 2.71 1.86 -2.07

Values from the calculation:
Net charge: -2
Orbital gap in hartree: 0.343
Lowest unoccupied orbital energy in eV: 5.47
E_tot in Ha: -2702.5483


Density functional theory data (the ωB97M-V functional and the def2-TZVPD basis) for a molecular structure, B3CsF8H4.

Geometry (Å):
Cs: -17.76 -1.52 -17.33
B: -20.54 0.27 -17.97
H: -21.34 1.04 -18.47
H: -19.67 0.03 -18.77
H: -20.00 0.77 -17.01
H: -21.00 -0.76 -17.55
B: -14.16 -1.30 -18.15
F: -14.46 -0.55 -19.31
F: -14.26 -0.48 -17.01
F: -15.10 -2.35 -18.01
F: -12.86 -1.83 -18.28
B: -18.57 -4.39 -15.16
F: -18.79 -5.75 -15.42
F: -19.34 -3.62 -16.04
F: -18.90 -4.12 -13.82
F: -17.22 -4.02 -15.37

Values from the calculation:
Net charge: -2
Orbital gap in hartree: 0.291
Lowest unoccupied orbital energy in eV: 4.51
E_tot in Ha: -896.5957